Density functional theory data (ωB97M-V with the def2-TZVPD basis set) for C17H17Br2GaN3OS as an isolated structure at a distorted geometry.

Geometry (Å):
1 Ga 0.157 -1.891 -0.290
2 O 2.033 -1.758 -1.093
3 C 2.798 -2.930 -0.849
4 C 1.777 -3.995 -0.535
5 C 1.998 -5.324 -0.768
6 C 1.060 -6.263 -0.405
7 C -0.095 -5.902 0.251
8 C -0.293 -4.558 0.487
9 N 0.615 -3.643 0.085
10 H 2.568 -1.002 -1.370
11 H 3.466 -2.763 0.030
12 H 3.370 -3.245 -1.697
13 H 2.902 -5.569 -1.272
14 H 1.310 -7.336 -0.608
15 H -0.821 -6.622 0.605
16 H -1.129 -4.180 1.026
17 Br -2.682 -0.141 -0.342
18 C -3.966 -1.555 -0.244
19 Br -2.898 -3.122 -0.468
20 H -4.677 -1.459 -1.053
21 H -4.443 -1.550 0.743
22 S 1.580 4.231 -0.076
23 C 0.923 2.622 0.160
24 C 0.106 2.128 -0.876
25 C -0.113 0.779 -0.919
26 N 0.277 -0.056 0.110
27 C 0.931 0.462 1.201
28 C 1.276 1.801 1.228
29 C 0.029 4.918 0.286
30 C -0.919 5.250 -0.628
31 C -1.984 6.087 -0.238
32 N -2.052 6.605 0.948
33 C -1.153 6.266 1.861
34 C -0.124 5.382 1.570
35 H -0.183 2.748 -1.705
36 H -0.528 0.290 -1.797
37 H 1.234 -0.214 2.011
38 H 1.827 2.242 2.042
39 H -0.827 4.962 -1.657
40 H -2.709 6.416 -0.985
41 H -1.240 6.675 2.868
42 H 0.602 5.215 2.362

HOMO level = -0.59017 Eh
charge = +3

Mulliken population analysis, charges in e, atoms 1 to 2:
1. Ga 0.46
2. O -0.29

***

Density functional theory data (ωB97M-V with the def2-TZVPD basis set) for a 2-piece molecular cluster, C13H15ClFNO5 overall at a distorted geometry.

Geometry (Å):
1 C 4.769 -0.554 0.757
2 C 3.333 -0.152 0.099
3 O 3.227 -0.575 -1.281
4 C 1.846 -0.477 -1.742
5 O 1.628 0.895 -2.200
6 C 0.282 1.118 -2.528
7 O -0.092 1.739 -3.566
8 C -0.922 0.633 -1.558
9 C -2.077 -0.305 -2.048
10 C -3.126 -0.697 -0.949
11 N -2.999 -0.209 0.413
12 C -4.027 -0.680 1.398
13 C -3.395 -2.016 2.088
14 O -3.104 -2.069 3.299
15 Cl -3.072 -3.447 0.999
16 C -1.966 0.683 0.877
17 C -0.842 1.178 -0.082
18 C 0.281 2.169 0.462
19 C 0.495 2.038 2.072
20 O 1.326 1.157 2.453
21 H 4.666 -0.335 1.888
22 H 4.872 -1.700 0.650
23 H 5.635 0.013 0.278
24 H 2.543 -0.627 0.793
25 H 3.218 0.995 0.221
26 H 1.198 -0.796 -0.853
27 H 1.620 -1.239 -2.587
28 H -2.146 -0.676 -3.131
29 H -3.978 -1.382 -1.277
30 H -5.008 -0.897 0.855
31 H -4.103 0.117 2.211
32 H -1.987 0.987 1.975
33 H 1.312 2.035 -0.008
34 H -0.028 3.269 0.260
35 H -0.088 2.658 2.838
36 F 0.707 -2.849 -3.074

HOMO level = -0.25791 Eh
charge = 0
energy above the lowest of the compared OMol25 structures with the same formula, charge and spin = 96.2 kcal per mole

natural (NBO) population analysis, charges in e, atoms 1 to 2:
1. C -0.63
2. C -0.07

***

Density functional theory data (ωB97M-V with the def2-TZVPD basis set) for C13H17B2F4N4ReS2 as an isolated structure at a distorted geometry.

Geometry (Å):
1 Re -0.072 0.677 1.251
2 C -0.785 1.132 3.436
3 C 0.259 2.045 3.198
4 C -0.078 2.844 2.088
5 C -1.390 2.452 1.669
6 C -1.809 1.337 2.456
7 H -0.779 0.345 4.168
8 H 1.210 2.043 3.709
9 H 0.484 3.667 1.679
10 H -1.982 2.986 0.947
11 H -2.722 0.773 2.381
12 C -3.932 0.454 -0.617
13 N -3.048 -0.355 -1.441
14 C -3.443 -1.432 -2.194
15 C -2.337 -1.891 -2.819
16 N -1.273 -1.099 -2.460
17 B 0.127 -1.402 -3.113
18 N 1.328 -0.764 -2.350
19 C 2.402 -0.255 -3.039
20 C 3.414 -0.071 -2.158
21 N 2.945 -0.454 -0.928
22 C 3.761 -0.463 0.284
23 C 1.664 -0.863 -1.064
24 S 0.654 -1.441 0.229
25 C -1.715 -0.181 -1.612
26 S -0.909 1.192 -0.861
27 H -4.947 0.090 -0.745
28 H -3.891 1.498 -0.920
29 H -3.656 0.366 0.429
30 H -4.463 -1.772 -2.221
31 H -2.208 -2.720 -3.492
32 H 0.127 -0.951 -4.229
33 H 0.250 -2.601 -3.085
34 H 2.364 -0.101 -4.102
35 H 4.419 0.285 -2.300
36 H 4.798 -0.599 -0.011
37 H 3.463 -1.282 0.930
38 H 3.659 0.472 0.827
39 F 1.858 -0.283 4.500
40 B 1.639 -0.886 3.301
41 F 1.814 0.282 2.244
42 F 2.503 -1.861 2.921
43 F 0.299 -1.215 3.113

spin multiplicity = 2
HOMO level (spin up / spin down) = -0.44179 / -0.44238 Eh
charge = +1
energy above the lowest of the compared OMol25 structures with the same formula, charge and spin = 12.1 kcal per mole

natural (NBO) population analysis, charges in e, atoms 1 to 2:
1. Re 0.88
2. C -0.20

***

Density functional theory data (ωB97M-V with the def2-TZVPD basis set) for a 2-piece molecular cluster, CH4NO2 overall.

Geometry (Å):
1 O -1.165 0.795 2.081
2 H -0.448 0.784 2.709
3 C 1.189 -0.815 -0.661
4 N 0.227 -0.561 -1.684
5 O 0.898 -0.197 0.372
6 H -0.715 0.630 1.227
7 H -0.448 0.157 -1.410
8 H 0.462 -0.793 -2.634

HOMO level = -0.06659 Eh
charge = -1
energy above the lowest of the compared OMol25 structures with the same formula, charge and spin = 40.6 kcal per mole

natural (NBO) population analysis, charges in e, atoms 1 to 2:
1. O -0.99
2. H 0.46

***

Density functional theory data (ωB97M-V with the def2-TZVPD basis set) for C16H15N4NaO5 as an isolated structure at a distorted geometry.

Geometry (Å):
1 Na -0.767 0.077 -0.104
2 O -2.819 -1.203 0.208
3 C -3.909 -0.612 -0.456
4 C -3.845 0.905 -0.447
5 C -5.013 1.655 -0.506
6 C -4.929 3.033 -0.546
7 C -3.677 3.629 -0.524
8 C -2.568 2.808 -0.458
9 N -2.640 1.475 -0.419
10 H -2.175 -1.573 -0.419
11 H -4.829 -0.925 0.046
12 H -3.978 -0.957 -1.493
13 H -5.973 1.154 -0.512
14 H -5.827 3.636 -0.593
15 H -3.560 4.702 -0.552
16 H -1.571 3.233 -0.441
17 O 3.760 -3.096 -0.442
18 C 3.548 -2.917 0.844
19 O 4.389 -3.135 1.685
20 C 2.207 -2.400 1.262
21 C 1.942 -2.136 2.586
22 N 0.716 -1.593 2.639
23 N 0.143 -1.480 1.431
24 C 1.037 -1.983 0.581
25 C 0.725 -2.003 -0.910
26 O 1.630 -2.420 -1.647
27 O -0.396 -1.560 -1.268
28 H 2.932 -2.858 -0.960
29 H 2.548 -2.311 3.457
30 H 0.201 -1.315 3.457
31 C 4.137 0.714 -0.571
32 C 3.346 0.698 -1.706
33 C 1.991 0.960 -1.575
34 N 1.403 1.228 -0.408
35 C 2.185 1.260 0.675
36 C 3.545 1.010 0.647
37 H 5.193 0.487 -0.632
38 H 3.752 0.448 -2.675
39 H 1.338 0.890 -2.436
40 H 1.688 1.447 1.621
41 H 4.120 1.028 1.562

HOMO level = -0.35094 Eh
charge = 0
energy above the lowest of the compared OMol25 structures with the same formula, charge and spin = 0.7 kcal per mole

natural (NBO) population analysis, charges in e, atoms 1 to 2:
1. Na 0.89
2. O -0.74

***

Density functional theory data (ωB97M-V with the def2-TZVPD basis set) for C52H60As3INOPSi2V as an isolated structure.

Geometry (Å):
1 V 0.636 -0.020 0.033
2 O 3.330 -0.358 0.137
3 N 2.458 0.308 0.974
4 C 2.934 0.770 2.061
5 C 2.178 1.419 3.140
6 C 2.925 1.599 4.309
7 C 2.379 2.169 5.443
8 C 1.060 2.590 5.415
9 C 0.315 2.436 4.257
10 C 0.840 1.850 3.108
11 P -0.219 1.761 1.600
12 C -0.091 3.489 1.019
13 C 1.104 4.193 1.186
14 C 1.210 5.506 0.756
15 C 0.130 6.130 0.148
16 C -1.049 5.430 -0.046
17 C -1.161 4.115 0.385
18 C -1.926 1.607 2.204
19 C -2.668 2.676 2.714
20 C -3.958 2.476 3.172
21 C -4.524 1.207 3.130
22 C -3.799 0.144 2.620
23 C -2.507 0.344 2.153
24 H 4.070 -0.703 0.669
25 H 3.997 0.629 2.257
26 H 3.957 1.268 4.325
27 H 2.977 2.281 6.336
28 H 0.607 3.040 6.287
29 H -0.714 2.770 4.260
30 H 1.952 3.727 1.675
31 H 2.140 6.042 0.899
32 H 0.216 7.154 -0.191
33 H -1.889 5.901 -0.541
34 H -2.091 3.580 0.237
35 H -2.246 3.674 2.729
36 H -4.525 3.313 3.558
37 H -5.533 1.053 3.490
38 H -4.234 -0.846 2.579
39 H -1.943 -0.497 1.763
40 C -1.074 -0.777 -3.705
41 C -0.635 0.671 -3.840
42 As -0.405 1.610 -2.126
43 C -0.108 3.404 -2.832
44 C -0.947 3.913 -3.823
45 C -0.712 5.160 -4.384
46 C 0.376 5.915 -3.968
47 C 1.229 5.406 -3.001
48 C 0.990 4.159 -2.442
49 C -2.405 1.718 -1.740
50 C -3.276 2.808 -1.775
51 C -4.604 2.684 -1.385
52 C -5.104 1.458 -0.963
53 C -4.255 0.364 -0.912
54 C -2.923 0.508 -1.276
55 As -0.001 -1.855 -2.445
56 C -1.155 -3.421 -2.428
57 C -1.592 -4.004 -3.617
58 C -2.455 -5.087 -3.589
59 C -2.889 -5.600 -2.372
60 C -2.456 -5.027 -1.188
61 C -1.590 -3.939 -1.213
62 C 1.416 -2.438 -3.649
63 C 2.278 -1.476 -4.171
64 C 3.333 -1.848 -4.992
65 C 3.535 -3.185 -5.301
66 C 2.680 -4.148 -4.783
67 C 1.628 -3.778 -3.958
68 H -1.050 -1.283 -4.673
69 H -2.099 -0.836 -3.329
70 H -1.380 1.228 -4.412
71 H 0.326 0.774 -4.344
72 H -1.789 3.332 -4.176
73 H -1.371 5.534 -5.157
74 H 0.569 6.884 -4.410
75 H 2.095 5.974 -2.684
76 H 1.682 3.771 -1.710
77 H -2.919 3.783 -2.085
78 H -5.253 3.551 -1.412
79 H -6.141 1.363 -0.668
80 H -4.621 -0.597 -0.573
81 H -2.268 -0.361 -1.183
82 H -1.248 -3.620 -4.570
83 H -2.788 -5.534 -4.517
84 H -3.562 -6.448 -2.352
85 H -2.785 -5.426 -0.236
86 H -1.247 -3.500 -0.282
87 H 2.150 -0.428 -3.928
88 H 4.000 -1.085 -5.372
89 H 4.359 -3.477 -5.939
90 H 2.834 -5.194 -5.017
91 H 0.974 -4.542 -3.555
92 I 3.926 1.729 -3.034
93 C 1.949 1.293 -2.136
94 H 2.078 0.210 -1.940
95 H 2.111 1.775 -1.157
96 C 1.823 -2.074 4.753
97 Si 0.169 -2.267 3.864
98 C -0.559 -3.916 4.404
99 C -1.006 -1.016 4.636
100 As 0.298 -2.167 1.529
101 Si 2.097 -3.622 1.240
102 C 1.849 -5.249 2.151
103 C 2.281 -4.032 -0.579
104 C 3.805 -2.980 1.784
105 H 1.657 -2.106 5.834
106 H 2.294 -1.118 4.518
107 H 2.524 -2.870 4.505
108 H -0.750 -3.890 5.481
109 H 0.085 -4.768 4.199
110 H -1.512 -4.087 3.899
111 H -0.857 -1.059 5.720
112 H -2.046 -1.282 4.438
113 H -0.857 0.013 4.322
114 H 0.842 -5.644 2.011
115 H 2.038 -5.158 3.221
116 H 2.559 -5.981 1.755
117 H 1.371 -4.473 -0.994
118 H 3.091 -4.759 -0.702
119 H 2.540 -3.153 -1.176
120 H 3.757 -2.164 2.505
121 H 4.390 -2.676 0.913
122 H 4.369 -3.792 2.253

spin multiplicity = 4
HOMO level (spin up / spin down) = -0.23591 / -0.23652 Eh
charge = 0
energy above the lowest of the compared OMol25 structures with the same formula, charge and spin = 50.3 kcal per mole

Mulliken population analysis, charges in e, atoms 1 to 2:
1. V 1.70
2. O -0.48

***

Density functional theory data (ωB97M-V with the def2-TZVPD basis set) for an isolated ion of composition C4H9NOS and charge +1 at a distorted geometry.

Geometry (Å):
1 O 2.884 -0.278 0.159
2 C 2.089 -0.911 0.788
3 C 0.577 -0.768 0.622
4 C 0.244 -0.125 -0.741
5 C -0.738 1.082 -0.737
6 S -2.352 0.506 -1.171
7 N 0.166 -0.141 1.882
8 H 2.395 -1.525 1.658
9 H 0.134 -1.763 0.627
10 H -0.114 -0.911 -1.411
11 H 1.159 0.300 -1.174
12 H -0.771 1.592 0.233
13 H -0.491 1.803 -1.509
14 H -2.597 -0.345 -0.150
15 H -0.831 -0.268 2.038
16 H 0.253 0.871 1.813

spin multiplicity = 2
HOMO level (spin up / spin down) = -0.49756 / -0.49633 Eh
charge = +1
energy above the lowest of the compared OMol25 structures with the same formula, charge and spin = 29.0 kcal per mole

natural (NBO) population analysis, charges in e, atoms 1 to 2:
1. O -0.49
2. C 0.44

***

Density functional theory data (ωB97M-V with the def2-TZVPD basis set) for C18H28IrNSSb as an isolated structure.

Geometry (Å):
1 Ir 0.274 0.090 0.826
2 C -3.809 -4.090 -0.899
3 C -3.206 -2.745 -1.368
4 C -2.245 -2.970 -2.554
5 C -2.484 -2.123 -0.230
6 C -1.381 -2.775 0.373
7 C -0.744 -2.231 1.469
8 C -1.188 -0.994 2.045
9 C -0.677 -0.553 3.395
10 C -2.293 -0.329 1.417
11 C -2.902 -0.867 0.309
12 H -4.424 -4.483 -1.706
13 H -4.444 -3.972 -0.021
14 H -3.036 -4.825 -0.675
15 H -4.002 -2.073 -1.673
16 H -1.451 -3.676 -2.307
17 H -1.797 -2.037 -2.902
18 H -2.814 -3.393 -3.381
19 H -1.048 -3.729 -0.018
20 H 0.062 -2.779 1.948
21 H 0.424 -0.518 3.441
22 H -0.958 -1.298 4.149
23 H -1.082 0.411 3.697
24 H -2.669 0.590 1.854
25 H -3.746 -0.357 -0.142
26 S 1.477 -0.640 -1.010
27 C 3.119 -0.003 -0.980
28 N 3.729 0.049 -2.193
29 C 5.002 0.430 -2.373
30 C 5.764 0.797 -1.285
31 C 5.187 0.757 -0.028
32 C 3.857 0.359 0.124
33 H 3.201 -0.234 -3.015
34 H 5.369 0.421 -3.391
35 H 6.792 1.096 -1.430
36 H 5.772 1.028 0.842
37 H 3.412 0.300 1.108
38 C 1.830 3.772 0.233
39 Sb 0.020 2.780 0.654
40 C -0.832 3.775 2.304
41 C -1.218 3.255 -0.984
42 H 1.606 4.839 0.218
43 H 2.174 3.458 -0.751
44 H 2.580 3.566 0.993
45 H -0.902 4.825 2.016
46 H -0.201 3.667 3.184
47 H -1.827 3.377 2.493
48 H -1.488 4.307 -0.884
49 H -2.119 2.645 -0.984
50 H -0.664 3.101 -1.909

spin multiplicity = 5
HOMO level (spin up / spin down) = -0.63736 / -0.69392 Eh
charge = +3

natural (NBO) population analysis, charges in e, atoms 1 to 2:
1. Ir 0.73
2. C -0.59